# C21H56Li3O25PS7

A molecular structure, C21H56Li3O25PS7 at a distorted geometry (the ωB97M-V functional and the def2-TZVPD basis, the Open Molecules 2025 dataset).

Each line ends with the Mulliken charge.
Atoms and positions in Å:
1 Li -2.55534 -2.10843 1.11858  0.7419
2 Li 0.13359 1.47920 -0.58848  0.9321
3 Li -2.73235 0.97260 1.42133  0.6823
4 P -1.09492 -0.37728 0.22355  1.3863
5 O -0.32438 -0.24667 -1.11638  -0.3850
6 O -0.69131 -1.62192 1.05775  0.0166
7 O -2.65918 -0.45893 0.17065  -1.5740
8 O -0.91811 1.00027 0.93705  -1.1180
9 O 2.51407 2.24080 4.30192  -0.5686
10 S 2.12276 0.86372 4.36305  1.2946
11 O 2.87389 -0.06837 5.18111  -0.6657
12 O 0.58176 0.77784 4.91039  -0.3598
13 C -0.30846 1.80164 4.45478  0.6011
14 C -0.44267 2.86603 5.49687  -1.5114
15 C 1.87905 0.14045 2.71303  -0.2656
16 H -1.28201 1.29669 4.37497  0.1485
17 H -0.09647 2.16640 3.44722  -0.0130
18 H 0.47367 3.46561 5.46639  0.2532
19 H -0.54825 2.41290 6.48053  0.3718
20 H -1.24176 3.59070 5.33529  0.4007
21 H 2.87083 0.04896 2.27864  0.4500
22 H 1.24010 0.78907 2.11964  -0.0348
23 H 1.35739 -0.80070 2.86625  -0.1841
24 O 0.12664 5.90384 -0.00216  -0.6263
25 S 0.18504 4.61235 0.62336  0.8694
26 O 0.78253 3.47193 -0.01536  -0.5937
27 O 0.87407 4.78747 2.07755  -0.1287
28 C 0.42891 5.82611 2.96489  -0.2144
29 C 1.62544 6.44759 3.62328  -1.3933
30 C -1.53086 4.27269 1.13319  -0.5802
31 H -0.23302 5.40842 3.73310  0.2044
32 H -0.21618 6.49756 2.39239  0.5403
33 H 1.27209 7.25919 4.26056  0.4049
34 H 2.25611 6.82548 2.81848  0.3179
35 H 2.14791 5.72128 4.24176  0.2773
36 H -1.82204 5.14736 1.70825  0.4718
37 H -1.57380 3.36729 1.73266  -0.1279
38 H -2.18441 4.22528 0.26368  0.3135
39 O -2.82176 -4.06473 4.65807  -0.6410
40 S -1.61245 -3.46367 5.15908  1.2721
41 O -1.49063 -3.28369 6.58149  -0.6284
42 O -0.27638 -4.23169 4.67827  -0.4360
43 C 0.03297 -4.43947 3.30219  0.6630
44 C 0.50148 -5.86812 3.13923  -1.5441
45 C -1.31573 -1.81102 4.39866  -0.7896
46 H 0.84379 -3.75686 3.02937  -0.1610
47 H -0.82224 -4.22906 2.65397  0.1587
48 H -0.33427 -6.52270 3.39408  0.4358
49 H 1.30950 -6.06057 3.84361  0.3772
50 H 0.81008 -6.05094 2.11461  0.3082
51 H -1.37577 -1.89818 3.31018  -0.0282
52 H -0.32951 -1.53762 4.76775  0.1493
53 H -2.01248 -1.07226 4.78781  0.5905
54 O 0.38236 0.93158 -6.57168  -0.6102
55 S 1.57645 0.61645 -5.83309  1.2816
56 O 2.62847 -0.20488 -6.35545  -0.6709
57 O 2.33842 1.98581 -5.42912  -0.3822
58 C 1.54265 3.02045 -4.82844  0.9213
59 C 1.49182 4.26141 -5.69701  -1.5352
60 C 1.13125 -0.01693 -4.19216  -0.7150
61 H 2.05412 3.25526 -3.88860  0.2865
62 H 0.57459 2.67619 -4.46179  -0.5024
63 H 2.48856 4.66054 -5.86947  0.3680
64 H 0.85416 5.00849 -5.22258  0.3907
65 H 1.04203 4.03246 -6.66480  0.3499
66 H 0.15501 0.32540 -3.85820  -0.0760
67 H 1.85943 0.33597 -3.46514  0.3533
68 H 1.18980 -1.09848 -4.28215  0.5061
69 O -2.94703 -3.97806 -0.09255  -0.6494
70 S -2.32337 -4.99152 -0.91037  1.2447
71 O -2.73569 -6.35230 -0.77952  -0.6439
72 O -2.41491 -4.54425 -2.46569  -0.3980
73 C -2.66469 -3.17246 -2.78894  0.0102
74 C -1.63091 -2.70102 -3.80659  -0.6798
75 C -0.51673 -4.97475 -0.72397  -0.3612
76 H -2.67900 -2.53086 -1.90851  0.0671
77 H -3.62575 -3.12531 -3.31033  0.2950
78 H -0.70949 -2.40843 -3.29586  -0.1791
79 H -2.04066 -1.81301 -4.29442  0.3264
80 H -1.34261 -3.40197 -4.58750  0.4707
81 H -0.04045 -4.50884 -1.57885  0.2686
82 H -0.27138 -6.01434 -0.54339  0.4390
83 H -0.26637 -4.33281 0.11930  -0.1955
84 O -1.08089 2.27226 -2.01738  -0.1877
85 S -2.29296 2.33946 -2.80671  1.0467
86 O -3.21247 3.45378 -2.69728  -0.7415
87 O -1.76896 2.13777 -4.33534  -0.1954
88 C -2.70095 2.52126 -5.38031  -0.5085
89 C -2.15904 3.76637 -6.07278  -0.7596
90 C -3.25812 0.82119 -2.55662  -0.6810
91 H -3.71604 2.66669 -5.01250  0.5321
92 H -2.74073 1.64129 -6.02525  0.3624
93 H -2.69379 4.62423 -5.65784  0.3457
94 H -2.22940 3.79926 -7.15874  0.3473
95 H -1.10888 3.94071 -5.85412  -0.1921
96 H -3.74131 0.91688 -1.59560  0.3621
97 H -2.54236 0.00358 -2.59981  -0.1919
98 H -3.89403 0.77254 -3.43930  0.5487
99 O 4.00174 -3.52642 -1.94536  -0.6895
100 S 3.20250 -3.72251 -0.76230  1.3587
101 O 2.66363 -5.02626 -0.46487  -0.6297
102 O 4.10571 -3.28139 0.51382  -0.3649
103 C 3.76622 -3.80787 1.80558  0.7315
104 C 4.42072 -2.92223 2.82766  -1.1998
105 C 1.86296 -2.49584 -0.68135  0.0343
106 H 4.12304 -4.83472 1.89768  0.2813
107 H 2.67554 -3.77421 1.88798  -0.3826
108 H 4.37340 -3.33339 3.83909  0.4155
109 H 3.98591 -1.92520 2.83150  0.0994
110 H 5.50190 -2.87626 2.67918  0.3783
111 H 1.25291 -2.76764 0.17249  -0.5090
112 H 1.33478 -2.49423 -1.62945  -0.1921
113 H 2.37198 -1.54272 -0.56324  0.5404

For the energy above the lowest of the compared OMol25 structures with the same formula, charge and spin, the calculation gives 0.000 eV. The spin multiplicity is 1.